[1]
This record from OMol25 describes C9H18N4O3SW as an isolated structure at a distorted geometry. The level of theory is ωB97M-V/def2-TZVPD.

Summary:
- maximum force (eV/Å) = 1.43
- frontier orbital gap (eV) = 5.46
- energy relative to the best compared isomer or geometry (same formula, charge and spin) (eV) = 1.608
- total charge = +4

```
36
Properties=species:S:1:pos:R:3:forces:R:3
W -0.2625 1.5026 0.7473 0.1 0.2 0.5
N -2.0782 0.1936 0.9574 -0.1 -0.1 0.1
C -2.0468 -0.9424 2.0113 0.2 0.6 -0.3
C -0.6531 -1.3885 2.1545 -0.4 -1.3 0.5
O -0.2914 1.8720 2.3578 -0.2 0.2 0.0
N 0.4233 -1.7744 2.1585 0.3 0.8 -0.1
C 1.7820 -1.4636 1.6600 0.1 0.1 0.0
C 1.4180 -0.2111 0.8435 0.0 -0.1 -0.3
O 1.7634 0.9843 1.0527 0.0 -0.1 0.0
O 0.3637 -0.2887 0.0777 0.1 -0.3 -0.3
H -2.9115 0.7523 1.1863 0.0 0.0 0.0
H -2.2928 -0.2441 0.0512 0.0 0.0 0.0
H -2.6650 -1.7866 1.6811 0.0 0.0 0.0
H -2.4172 -0.5714 2.9723 0.0 0.0 0.0
H 2.1622 -2.2901 1.0491 0.0 0.0 0.0
H 2.4511 -1.2550 2.4978 0.0 0.0 0.0
C -1.7331 7.7572 1.4288 0.0 0.0 0.0
C -0.5502 6.8851 1.7983 0.0 0.0 0.0
N -0.7103 5.4926 1.2126 0.0 -0.1 0.0
C -0.0579 5.0304 0.1878 -0.3 0.0 0.0
S -0.5746 3.3287 -0.4914 0.4 0.2 -0.2
N 0.8820 5.5723 -0.5206 0.0 0.0 0.1
C 1.5589 5.1761 -1.8039 0.0 0.0 0.0
C 1.2244 6.1705 -2.8986 0.0 0.0 0.0
H -1.5965 8.7282 1.9071 0.0 0.0 0.0
H -2.6726 7.3450 1.7973 0.0 0.0 0.0
H -1.8049 7.9204 0.3536 0.0 0.0 0.0
H -0.4569 6.7281 2.8726 0.0 0.0 0.0
H 0.3993 7.2896 1.4516 0.0 0.0 0.0
H -1.4897 4.9694 1.5885 0.0 0.0 0.0
H 1.1641 6.5020 -0.2027 0.0 0.0 0.0
H 1.2443 4.1608 -2.0523 0.0 0.0 0.0
H 2.6243 5.1513 -1.5731 0.0 0.0 0.0
H 0.1582 6.1900 -3.1238 0.0 0.0 0.0
H 1.7610 5.8815 -3.8027 0.0 0.0 0.0
H 1.5539 7.1778 -2.6401 0.0 0.0 0.0
```
Forces are in eV/Å.

---

[2]
This record from OMol25 describes a 2-piece molecular cluster, C9H18NO overall at a distorted geometry. The level of theory is ωB97M-V/def2-TZVPD.

Summary:
- maximum force (eV/Å) = 6.11
- frontier orbital gap (eV) = 10.14
- energy relative to the best compared isomer or geometry (same formula, charge and spin) (eV) = 3.837
- total charge = +1

```
29
Properties=species:S:1:pos:R:3:forces:R:3
C -3.1503 0.1048 -0.2424 -1.5 0.6 0.9
C -1.9933 0.3591 -0.3037 5.8 1.8 -0.5
C -4.5769 -0.1156 -0.0776 0.7 -0.9 0.9
C 0.0458 -2.1549 -0.1018 -1.4 -2.7 0.8
C 3.2622 -0.3932 0.2775 1.5 -0.8 0.5
C -0.3677 2.4844 0.2970 1.2 -0.1 2.5
C 0.3121 -1.0633 0.8565 -0.4 -0.2 1.1
C 1.9968 -0.0354 -0.5263 1.4 -2.2 -0.7
C -0.1044 1.1810 -0.4114 -5.7 -1.5 -0.4
N 0.7632 0.2145 0.2482 1.4 1.2 0.0
O 0.2417 1.3110 -1.6909 1.0 -1.8 0.8
H -4.6386 -1.1053 -0.4996 -1.2 -0.4 -0.3
H -4.9098 -0.1543 0.9828 0.5 0.0 -0.7
H -5.1300 0.6431 -0.5826 -0.6 0.2 -0.6
H 0.8490 -2.8788 -0.3906 -0.7 0.4 1.0
H -1.0049 -2.6247 0.1481 2.5 0.3 -0.2
H -0.2019 -1.7310 -0.9932 -0.8 1.4 -2.8
H 3.1081 -0.4977 1.3907 0.2 0.2 -1.1
H 3.6747 -1.4077 -0.0746 -0.7 1.5 0.6
H 4.1144 0.3666 0.0883 -1.6 -1.2 0.4
H 0.5872 3.0668 0.3418 -0.7 0.0 -0.7
H -0.6086 2.4158 1.4221 -0.1 -0.4 -1.8
H -1.1979 2.9492 -0.2143 0.1 0.5 0.0
H 1.0392 -1.2656 1.6201 0.6 -0.3 0.2
H -0.5915 -0.8830 1.3868 -0.7 0.7 0.3
H 1.6606 -0.8994 -1.1166 0.8 0.6 -0.4
H 2.3161 0.7619 -1.1538 -0.7 0.7 -0.5
H 1.0697 0.8187 0.9675 0.6 0.3 1.9
H -0.2447 2.0232 -2.0159 -1.3 2.0 -1.4
```
Forces are in eV/Å.

---

[3]
This record from OMol25 describes a 2-piece molecular cluster, C9H18NO2S2 overall at a distorted geometry. The level of theory is ωB97M-V/def2-TZVPD.

Summary:
- maximum force (eV/Å) = 3.95
- frontier orbital gap (eV) = 8.56
- total charge = +1

```
32
Properties=species:S:1:pos:R:3:forces:R:3
C -2.8208 -0.3502 1.2328 -0.8 1.8 -0.1
C -1.9444 -0.2980 0.0765 -0.2 1.4 1.6
C -3.5282 0.6398 1.8423 1.0 -1.0 -2.5
C -1.0315 -1.0786 -0.3384 -0.1 -1.8 -0.9
C -5.8893 0.2964 2.7933 1.2 2.5 -2.4
C -4.3999 0.3150 3.0430 0.9 -0.9 -3.0
C 4.6626 -0.4263 -0.3260 1.8 -2.4 -2.6
C 4.2865 0.8283 -1.0828 -0.8 1.3 1.0
C 3.9848 -1.6133 -1.0673 -0.9 0.1 0.7
N -0.2954 -1.9067 -0.9245 2.9 1.0 2.1
O 2.5254 -1.4074 -1.1690 1.4 -0.9 0.8
O 4.5170 -1.5975 -2.3322 0.5 -0.9 -1.2
S 1.1777 1.1762 -1.5439 -0.4 0.6 -0.3
S 2.6637 1.5360 -0.2761 1.3 0.6 -0.1
H -2.9180 -1.2987 1.6025 -0.3 -2.4 1.1
H -1.6778 0.6496 -0.3092 -0.2 1.5 -0.9
H -3.3891 1.6378 1.3670 -0.6 -0.5 0.8
H -6.3795 0.1774 3.6811 -1.4 -0.3 2.4
H -6.1340 1.3910 2.4188 0.0 -2.5 0.3
H -6.1542 -0.5277 2.1370 -0.2 0.4 -0.4
H -3.9359 -0.5723 3.4197 -0.3 -0.7 0.7
H -4.1096 1.1087 3.5913 0.4 2.5 3.0
H 4.4543 -0.4894 0.7080 -0.6 0.5 1.1
H 5.8274 -0.6401 -0.4006 -2.3 0.6 0.0
H 4.0497 0.7985 -2.1811 0.5 -0.3 1.2
H 5.0601 1.5396 -0.8102 -0.2 0.6 -0.5
H 4.1229 -2.5702 -0.5225 -0.2 0.5 -0.4
H -0.5295 -2.4816 -1.6942 -0.6 -0.5 -1.0
H 0.7453 -1.8929 -0.6190 -1.3 -0.3 -0.9
H 2.9611 2.8915 -0.4088 -0.1 -0.9 -0.1
H 2.3515 -0.5077 -1.5132 -0.2 -0.3 -0.3
H 4.3953 -2.4287 -2.8439 -0.1 0.8 0.8
```
Forces are in eV/Å.

---

[4]
This record from OMol25 describes an isolated ion of composition C9H18NO4 and charge +1 at a distorted geometry. The level of theory is ωB97M-V/def2-TZVPD.

Summary:
- maximum force (eV/Å) = 1.15
- frontier orbital gap (eV) = 11.59
- energy relative to the best compared isomer or geometry (same formula, charge and spin) (eV) = 0.000
- SMILES string = CC(=O)O[C@H](CC(=O)O)C[N+](C)(C)C
- total charge = +1

```
32
Properties=species:S:1:pos:R:3:forces:R:3
C 3.4837 1.5770 0.7143 0.1 0.0 0.0
C 2.3722 1.1354 -0.1764 0.0 -0.1 -0.1
O 2.4295 0.9192 -1.3539 0.1 0.1 -0.1
O 1.2117 0.9715 0.5198 -0.3 0.2 0.4
C 0.0352 0.7479 -0.2540 -0.3 -0.2 -0.4
C -1.1421 1.2904 0.5725 0.1 0.2 -0.1
C -2.5145 0.9564 0.0175 0.4 -0.4 0.1
O -2.8631 -0.1552 -0.3009 -0.2 -0.1 -0.1
O -3.2841 2.0187 -0.0492 -0.4 0.8 0.0
H -4.1797 1.8173 -0.3712 0.2 -0.3 0.0
H -1.0527 2.3759 0.6235 0.1 -0.1 0.1
H -1.0957 0.9161 1.5961 -0.1 0.0 0.0
H 0.1171 1.3633 -1.1644 -0.1 -0.3 0.2
C -0.0650 -0.6864 -0.8170 0.0 0.9 -0.7
H 0.6925 -0.7624 -1.6015 -0.1 -0.1 0.2
H -1.0540 -0.7674 -1.2719 0.2 -0.1 0.1
N 0.1149 -1.8684 0.0776 0.0 0.0 0.0
C 1.5270 -2.0357 0.4677 1.0 -0.1 0.3
H 1.8491 -1.1999 1.0843 -0.2 -0.1 -0.1
H 2.1617 -2.0867 -0.4157 -0.2 0.0 -0.1
H 1.6458 -2.9550 1.0388 -0.2 0.0 0.0
C -0.7164 -1.7843 1.2907 -0.6 0.0 0.8
H -0.7183 -2.7449 1.8031 0.1 0.0 -0.1
H -1.7383 -1.5261 1.0149 0.1 0.0 -0.1
H -0.3129 -1.0360 1.9681 0.1 0.0 -0.1
C -0.3086 -3.0536 -0.6964 -0.3 -0.8 -0.5
H -0.1316 -3.9597 -0.1198 0.1 0.1 0.1
H 0.2509 -3.1190 -1.6279 0.1 0.1 0.1
H -1.3708 -2.9869 -0.9259 0.0 0.1 0.1
H 3.6567 2.6384 0.5402 0.0 0.1 0.0
H 3.2295 1.4300 1.7592 0.0 0.0 0.0
H 4.3992 1.0517 0.4549 0.0 0.0 0.0
```
Forces are in eV/Å.

---

[5]
This record from OMol25 describes a 2-piece molecular cluster, C9H18NS overall at a distorted geometry. The level of theory is ωB97M-V/def2-TZVPD.

Summary:
- maximum force (eV/Å) = 4.43
- frontier orbital gap (eV) = 9.64
- energy relative to the best compared isomer or geometry (same formula, charge and spin) (eV) = 3.930
- total charge = +1

```
29
Properties=species:S:1:pos:R:3:forces:R:3
C -2.0236 -0.0358 -1.9282 0.0 0.4 -0.4
C -2.2259 -1.1438 -1.5796 -0.9 -0.9 1.2
C 0.4214 -1.3007 0.8536 -0.3 -1.5 0.9
C 1.0260 0.0434 0.6065 1.0 -0.1 1.1
C -2.4052 -2.4388 -1.0553 -1.9 -2.7 1.8
C 0.6870 1.5880 2.5059 -0.1 -2.9 -3.1
C 1.5842 -1.2545 -1.4871 -2.5 -1.9 1.1
C 0.8210 2.4751 0.1101 -3.3 0.7 -1.1
C 0.3531 1.3266 0.9896 2.6 -0.6 0.6
N 0.5628 -0.7265 -0.5100 1.0 -0.9 -1.8
S -0.5861 3.7878 0.2013 0.1 -1.7 0.6
H -1.9916 0.7442 -2.5730 0.2 2.3 -1.2
H 1.0260 -2.2172 1.1554 -0.3 1.5 -1.0
H -0.6188 -1.4923 1.2229 0.9 1.0 -0.6
H 2.1090 0.0106 0.5852 0.1 0.3 0.4
H -1.6446 -3.0156 -1.4971 0.7 -1.4 -1.0
H -3.4551 -2.9736 -1.2012 2.2 1.5 0.1
H -2.1299 -2.5950 0.0228 -0.7 0.8 -0.7
H 1.7058 1.6624 2.7566 1.3 0.3 0.0
H 0.1448 2.3868 2.7310 -1.9 3.7 1.4
H 0.2506 0.7771 3.0113 -0.4 -1.1 1.1
H 2.4155 -1.6918 -1.0148 1.1 -0.2 1.1
H 1.0626 -2.1180 -1.9266 0.3 0.6 -0.6
H 1.9053 -0.5071 -2.1364 0.1 1.2 -1.3
H 1.0095 2.3030 -0.9558 0.0 -0.4 0.4
H 1.6304 2.8378 0.6106 2.5 1.4 0.8
H -0.6318 1.0283 0.8684 -2.5 0.4 0.0
H -0.2818 -0.4314 -1.0409 -0.2 -0.1 0.7
H -0.1492 4.8351 -0.4611 0.8 0.3 -0.5
```
Forces are in eV/Å.

---

[6]
This record from OMol25 describes the molecule C9H18O3S at a distorted geometry. The level of theory is ωB97M-V/def2-TZVPD.

Summary:
- maximum force (eV/Å) = 4.40
- frontier orbital gap (eV) = 8.49
- energy relative to the best compared isomer or geometry (same formula, charge and spin) (eV) = 3.019
- SMILES string = CCOC(O/C=C(\C)SC)OCC

```
31
Properties=species:S:1:pos:R:3:forces:R:3
C -0.6544 -0.0630 1.2937 1.1 0.6 1.6
C -0.3116 -3.0766 -2.6022 -1.1 -1.1 -2.4
C 1.0302 2.7608 -1.2973 -3.3 0.2 0.3
C -2.6711 0.9430 2.3152 -2.5 0.1 -3.6
C 0.8331 0.1855 3.9540 2.7 -2.6 1.6
C 0.7661 -2.3276 -1.8504 0.6 -1.7 0.5
C 1.3516 1.5147 -2.0978 1.7 0.5 0.8
C 0.0207 -0.1999 -1.0887 1.4 -0.3 2.7
C -1.3510 0.3534 2.3990 0.6 -2.4 -2.3
O -0.7333 0.3956 0.0103 -0.5 -0.2 -0.9
O 0.2176 -1.5611 -0.7707 -0.4 0.9 -0.6
O 1.2904 0.3808 -1.2487 -0.2 -0.7 0.5
S -0.8885 -0.3664 3.9580 0.7 0.3 0.0
H 0.2411 -0.6215 1.5292 0.0 -0.3 -0.5
H -1.0988 -3.4127 -1.8289 1.2 0.3 -1.5
H -0.7882 -2.4563 -3.4424 0.3 -0.7 1.4
H 0.1417 -4.0063 -3.2523 -1.0 2.1 2.0
H 1.1974 3.6943 -1.7681 1.1 0.8 -0.8
H -0.1108 2.9284 -1.1246 1.7 -1.0 0.0
H 1.4762 2.7379 -0.3111 0.3 -0.1 0.0
H -2.9494 1.1252 1.1513 0.9 0.1 2.6
H -2.7146 1.8254 2.8748 -0.3 1.7 0.6
H -3.5701 0.3549 2.6102 1.0 -0.2 0.3
H 1.4882 -0.2335 4.8942 -2.0 1.0 -2.0
H 0.9458 1.2249 3.9091 -0.2 1.7 0.3
H 1.4327 -0.1714 3.0918 -0.7 -0.2 0.4
H 1.3867 -1.6527 -2.4404 0.1 -0.4 -0.2
H 1.3625 -3.2214 -1.4514 -0.2 1.9 0.1
H 2.3993 1.5857 -2.4891 -0.7 -0.2 0.6
H 0.7803 1.3024 -2.9635 -1.1 0.3 -0.9
H -0.5198 0.0572 -1.9634 -1.1 -0.3 -0.9
```
Forces are in eV/Å.